# C30H90N18O12

A 12-piece molecular cluster, C30H90N18O12 overall (wB97M-V/def2-TZVPD, OMol25).

XYZ file:
```
150
Properties=species:S:1:pos:R:3:forces:R:3:mulliken_charge:R:1
C -1.37796 1.77941 -1.24705 0.64 0.18 -0.86 -0.265
O -0.43697 0.70198 -1.18391 -0.18 1.62 -0.76 0.080
C -0.83375 -0.40100 -0.43361 -0.84 2.30 0.57 -0.482
C 0.09601 -1.47269 -0.61854 2.90 -2.49 -0.37 0.550
C 1.54136 -1.13684 -0.23757 -0.98 -1.03 2.22 -0.165
N 0.14310 -1.88380 -2.06411 -1.40 1.97 0.93 -0.138
H -2.23617 1.49619 -1.86320 0.04 -0.03 -0.40 0.575
H -0.86227 2.69120 -1.67404 -0.51 -1.20 0.42 -0.032
H -1.81924 2.06288 -0.30429 0.30 -0.02 0.73 -0.380
H -0.88445 -0.06950 0.60713 -0.10 -0.36 0.36 -0.205
H -1.80058 -0.76101 -0.72373 -1.14 -0.08 -0.29 0.466
H -0.27540 -2.24673 0.07935 0.18 -0.29 -0.51 -0.212
H 2.18327 -2.02435 -0.29491 -0.15 0.21 -0.30 -0.241
H 1.55493 -0.85909 0.85299 0.13 0.03 -1.04 0.017
H 1.89629 -0.34858 -0.84314 0.56 0.90 -0.57 0.459
H 0.43737 -2.80583 -2.22049 0.39 -1.56 0.17 0.162
H -0.82870 -1.81392 -2.34432 0.02 -0.29 -0.62 0.299
C -4.22201 0.32010 1.41517 -0.56 -0.88 0.27 -0.120
O -4.63248 1.65605 1.63124 0.09 0.41 0.05 -0.306
C -5.89202 1.77395 2.32760 1.20 -2.53 -1.62 -1.069
C -5.76943 1.74358 3.82950 -0.34 1.12 0.28 0.340
C -5.03410 3.01751 4.34342 -1.00 -0.34 -1.27 -1.223
N -5.25153 0.57570 4.46407 0.58 0.36 0.69 -0.402
H -3.52539 -0.00302 2.19693 -0.19 0.06 -0.32 -0.060
H -3.74561 0.24925 0.44149 0.12 0.09 -0.16 0.118
H -5.09743 -0.38571 1.41728 0.68 0.57 -0.02 0.525
H -6.34773 2.65807 1.99173 -0.48 1.49 -0.31 0.484
H -6.45259 0.93773 1.80809 -0.22 0.65 1.40 0.433
H -6.78391 1.98038 4.11469 -0.78 -0.57 0.57 0.381
H -5.50246 3.84015 3.77528 0.23 0.02 0.48 0.415
H -4.01100 2.97980 4.00436 0.59 0.06 0.42 0.026
H -5.19479 3.16014 5.41641 0.38 -0.12 -0.27 0.408
H -5.70781 -0.30580 4.34762 -0.11 -0.17 -0.39 0.280
H -4.23505 0.55073 4.46489 -0.28 -0.30 -0.17 0.113
C 1.09602 3.51780 -5.62401 1.96 1.77 -1.60 -0.770
O 1.87075 2.37343 -5.41153 0.15 0.37 0.73 -0.273
C 1.38457 1.24676 -6.03564 -1.18 -1.09 0.92 -1.004
C 2.13847 0.02873 -5.52873 0.65 1.10 -0.44 0.459
C 1.50515 -1.25759 -5.99181 0.53 -0.74 1.87 -1.468
N 2.16059 0.05732 -4.04588 0.75 0.98 -0.68 -0.195
H 1.09079 3.74881 -6.73645 -0.27 -0.16 1.05 0.324
H 1.65801 4.31398 -5.12142 -0.22 -0.05 -0.27 0.176
H 0.10756 3.59399 -5.23022 -0.97 -0.86 0.40 0.361
H 0.32886 1.10036 -5.73719 -0.02 0.06 -0.29 0.242
H 1.44826 1.33539 -7.09608 0.00 0.05 -1.15 0.531
H 3.15820 0.15247 -5.96888 -0.34 -0.39 0.64 0.409
H 2.02201 -2.06746 -5.44628 -0.26 0.15 -0.09 0.249
H 1.62286 -1.52836 -7.00719 -0.12 0.24 -1.25 0.476
H 0.46736 -1.27751 -5.65451 -0.14 -0.08 -0.31 0.343
H 2.10168 1.04635 -3.74231 0.23 -0.74 -0.25 0.112
H 1.29244 -0.34110 -3.76163 -0.85 -0.52 0.70 -0.111
C -4.07402 -3.08136 4.96258 -0.44 -0.79 -0.11 -0.673
O -3.65126 -3.26861 3.58692 -0.02 1.07 1.63 -0.424
C -2.56717 -2.36333 3.29832 0.08 0.85 -1.83 0.959
C -1.21703 -2.69283 3.90542 0.49 -0.68 -0.51 -0.146
C -0.07931 -1.81102 3.34451 0.19 0.90 1.84 -0.430
N -0.90102 -4.09920 3.65014 -0.80 -1.27 1.69 -0.651
H -4.41017 -2.05542 5.23476 0.65 -0.38 -0.49 0.135
H -3.28164 -3.44396 5.63375 -0.13 0.44 0.00 0.318
H -4.94812 -3.72492 5.16745 0.35 0.11 -0.43 0.333
H -2.35613 -2.59432 2.22611 -0.50 0.67 0.32 -0.119
H -2.83857 -1.26664 3.44328 0.12 -1.62 -0.04 -0.817
H -1.23877 -2.61152 4.97127 0.02 0.33 0.84 0.535
H 0.86282 -1.88679 4.02048 -1.58 -0.03 -1.29 0.418
H -0.40589 -0.74215 3.33125 0.32 -0.79 0.06 -0.171
H 0.14591 -2.09411 2.33500 0.30 -0.29 -0.52 -0.164
H -0.98539 -4.38202 2.68553 -0.07 0.37 -0.48 0.182
H -1.63498 -4.66165 4.15762 1.16 0.61 -0.77 0.340
C -2.76120 5.99755 2.11879 -0.41 0.30 -1.85 -0.972
O -3.09009 5.18739 1.01398 -1.29 -0.22 0.08 -0.170
C -2.25125 5.42877 -0.06738 1.41 1.55 0.46 -0.306
C -2.81576 4.96591 -1.35628 -0.16 0.65 -1.12 0.990
C -1.80707 5.38507 -2.41866 0.48 -1.45 -1.35 -1.605
N -4.07253 5.67141 -1.69078 -0.16 -0.14 1.36 -0.817
H -3.43909 5.91258 2.92011 -0.98 -0.47 0.77 0.245
H -2.74677 7.01815 1.76685 0.12 0.66 0.17 0.386
H -1.80645 5.69409 2.38548 2.12 -0.18 1.16 0.341
H -1.96401 6.53460 -0.17931 -0.98 -0.75 0.15 0.416
H -1.25541 5.04195 0.11024 0.34 -0.91 0.15 0.049
H -3.07841 3.88773 -1.34459 0.55 0.50 -0.04 -0.102
H -2.03213 4.84758 -3.33868 0.02 -0.41 -0.10 0.404
H -0.73767 5.16949 -2.22410 -0.67 0.18 0.18 0.145
H -1.93552 6.39511 -2.78887 0.07 0.59 0.67 0.478
H -4.52089 5.69174 -0.76032 -0.46 0.14 -0.76 0.286
H -3.83172 6.64612 -1.87817 -0.09 -0.16 0.01 0.358
C 1.87317 -6.47378 0.75579 0.61 -0.28 0.61 -0.754
O 3.21956 -6.53692 0.32565 -0.26 -0.53 0.18 -0.382
C 3.93953 -5.35340 0.33921 -0.34 0.86 -0.22 -0.057
C 5.33777 -5.63780 -0.14456 0.45 0.20 0.16 0.328
C 6.26852 -6.18839 0.93603 -0.14 -0.18 -0.34 -1.649
N 5.82706 -4.36805 -0.68625 1.25 0.17 -0.53 -0.429
H 1.61806 -7.52280 0.99991 -0.35 0.70 -0.38 0.302
H 1.28342 -5.99717 -0.00845 -0.65 -0.18 -0.53 0.263
H 1.71641 -5.85453 1.64974 0.35 -0.14 0.12 0.337
H 3.51081 -4.52339 -0.28073 -0.08 -0.76 -0.06 -0.174
H 3.95956 -4.90959 1.33524 0.12 -0.03 0.50 0.346
H 5.29501 -6.34501 -0.97299 -0.30 -0.39 0.15 0.338
H 5.77147 -6.94633 1.55825 0.17 0.25 -0.18 0.369
H 6.66840 -5.38651 1.55054 -0.24 0.19 0.29 0.385
H 7.13540 -6.63345 0.45091 0.07 -0.24 0.03 0.393
H 6.85395 -4.36582 -0.71466 -0.30 -0.05 0.47 0.198
H 5.64469 -4.42021 -1.68989 -0.43 0.66 0.08 0.194
N 1.42617 6.28561 -1.00557 0.94 1.52 -2.13 -0.361
C 1.75777 6.31235 -2.37319 0.59 0.07 -0.89 0.522
N 1.96859 7.56606 -2.94830 -0.22 0.06 0.42 -0.533
O 1.89191 5.35856 -3.10639 -0.33 -1.20 0.52 -0.448
H 0.95713 7.15309 -0.84376 -0.40 0.34 0.83 0.357
H 0.90205 5.49966 -0.71562 -0.40 -1.18 0.39 -0.091
H 2.37422 7.60503 -3.88933 -0.30 -0.49 0.88 0.251
H 2.32330 8.25057 -2.32249 0.20 0.75 0.30 0.207
N -1.83692 2.27521 2.27992 0.98 2.35 -0.40 1.207
C -1.55983 1.69347 3.43367 1.18 -1.88 1.40 -0.500
N -0.26228 2.15572 4.05076 -2.61 0.38 -0.50 -0.477
O -2.18365 0.71550 3.87905 0.81 1.49 0.24 -0.532
H -1.19304 3.07950 2.05218 -1.11 -1.31 -0.48 -0.534
H -2.77039 2.19587 1.85477 0.41 0.14 0.43 -0.048
H -0.34026 3.19318 4.08450 0.53 -0.99 0.11 0.251
H -0.18789 1.78814 5.00707 -0.21 0.16 -0.60 0.292
N 2.36768 2.71924 -0.37630 0.84 -0.49 0.15 -0.220
C 1.47404 2.66232 0.66176 -0.27 -0.28 -0.75 0.434
N 1.75567 1.75448 1.65162 -2.14 1.56 0.34 -0.220
O 0.45157 3.36814 0.67676 0.25 0.11 0.25 -0.407
H 2.25458 3.09828 -1.30597 -0.95 0.50 0.55 0.068
H 3.16065 2.09948 -0.36678 0.13 -0.33 0.44 0.230
H 1.06839 1.65854 2.42193 0.87 0.28 -0.77 0.182
H 2.54328 1.18075 1.61297 1.37 -0.92 -0.26 0.067
N -3.78597 -5.65480 1.41999 0.90 -1.53 -1.06 -0.426
C -2.61940 -5.61529 0.71503 2.61 -0.95 -2.67 0.418
N -2.33578 -6.83873 0.01789 -1.41 1.15 1.80 -0.509
O -1.77767 -4.70959 0.55386 -1.94 -0.72 1.21 -0.363
H -3.99416 -6.62654 1.69380 -0.16 1.20 0.17 0.242
H -3.84342 -4.92533 2.07380 -0.50 1.03 1.40 0.280
H -1.50342 -6.82803 -0.51408 0.52 0.11 -0.59 0.234
H -3.11004 -7.39317 -0.29915 0.07 -0.13 -0.15 0.184
N 4.92789 -1.27965 -4.03857 -1.32 -2.99 1.48 -0.272
C 4.53969 -2.52263 -3.46836 -0.12 -0.05 0.37 0.000
N 3.25161 -2.58391 -2.96354 1.11 -0.59 -0.67 0.378
O 5.28534 -3.51843 -3.34163 -0.58 1.81 -0.86 -0.803
H 4.21813 -0.57365 -4.09770 -0.09 0.44 -0.17 0.333
H 5.87138 -1.22952 -4.31544 0.76 0.36 -0.46 0.190
H 2.97014 -3.51282 -2.65794 0.13 0.65 -0.09 0.218
H 2.60650 -1.81095 -2.98194 0.00 0.12 -0.05 -0.098
N 4.41528 -1.58757 1.11725 0.05 1.04 -0.42 -0.292
C 4.60126 -0.59193 0.17402 0.82 -2.00 -0.34 0.489
N 5.11821 -1.08664 -1.00086 -0.72 1.42 1.32 -0.243
O 4.34379 0.56417 0.39741 -0.61 1.66 0.12 -0.749
H 4.71085 -2.49574 0.81419 0.13 -0.54 0.61 0.075
H 4.37183 -1.27526 2.07981 0.08 -0.50 -0.34 0.210
H 5.51545 -1.98937 -0.92497 0.35 -0.95 -0.70 0.189
H 5.13864 -0.51594 -1.82904 0.17 -0.22 0.13 0.164
```
Positions in Å, forces in eV/Å.

Its spin multiplicity is 1. The SMILES is COC[C@H](C)N.COC[C@H](C)N.COC[C@H](C)N.COC[C@H](C)N.COC[C@H](C)N.COC[C@H](C)N.NC(N)=O.NC(N)=O.NC(N)=O.NC(N)=O.NC(N)=O.NC(N)=O. For the strongest force on any atom, the calculation gives 3.85 eV/Å. The calculation puts the HOMO energy at -8.5819 eV. As for the total charge: 0. The value obtained for the frontier orbital gap is 9.20 eV. The LUMO energy is 0.62 eV. The energy relative to the best compared isomer or geometry (same formula, charge and spin) comes out at 36.8 kcal per mole.